1.
ORCA calculation (ωB97M-V with the def2-TZVPD basis set) on 22 unconnected molecules or ions with the total composition C9H60NO22.

```
92
Properties=species:S:1:pos:R:3:lowdin_charge:R:1
C -1.5868 -2.5132 -0.2899 -0.02
C -0.6873 -1.1889 -0.5520 -0.38
C -1.7436 -0.0630 -0.3526 -0.16
C -1.2082 1.3796 -0.1110 -0.15
C 0.0096 1.5211 0.8505 -0.12
C 1.0275 0.3283 0.6894 -0.44
N 0.3368 -0.9742 0.6010 -0.19
O 1.1763 -2.0673 0.9500 -0.28
C 1.9670 0.6003 1.9755 -0.01
C 1.8121 0.6887 -0.5721 -0.04
C -0.2566 -1.1986 -2.0208 -0.06
H -1.7433 -2.5972 0.7855 0.04
H -1.0467 -3.3985 -0.6256 0.07
H -2.5549 -2.6605 -0.7685 0.08
H -2.5205 -0.3293 0.3641 0.09
H -2.4502 0.0310 -1.1772 0.08
H -2.0205 2.0627 0.1372 0.06
H -0.9374 1.6798 -1.1233 0.09
H -0.3916 1.5654 1.8631 0.10
H 0.4271 2.5098 0.6605 0.09
H 2.8602 -0.0216 1.9157 0.06
H 1.4353 0.2865 2.8738 0.06
H 2.2762 1.6455 1.9716 0.08
H 2.5057 -0.1018 -0.8586 0.05
H 2.3933 1.5814 -0.3411 0.07
H 1.2510 0.9499 -1.4693 0.07
H 0.7744 -1.5499 -2.0622 0.08
H -0.2773 -0.1942 -2.4436 0.05
H -0.8403 -1.7819 -2.7331 0.06
O -2.0689 3.3944 -3.7291 -0.05
H -2.7571 3.6332 -4.3500 0.04
H -2.4175 2.6331 -3.2654 0.00
O 3.2433 -2.4646 -1.2476 -0.06
H 3.6677 -1.6068 -1.2270 -0.01
H 2.4141 -2.3332 -0.7879 -0.03
O 3.7930 -2.9578 2.0739 -0.06
H 2.9163 -2.6431 1.8532 -0.02
H 4.2374 -3.0415 1.2302 0.02
O -0.1654 -1.4405 3.3902 -0.06
H -0.0148 -1.3491 2.4493 -0.01
H -1.1173 -1.4070 3.4853 0.06
O -1.8338 2.4709 4.5839 -0.03
H -2.6507 2.2991 5.0523 0.05
H -1.6619 1.6646 4.0975 0.03
O 2.8254 5.0945 0.4327 -0.04
H 2.4346 5.7023 -0.1951 0.04
H 3.2514 4.4305 -0.1093 0.03
O 0.9005 -1.0629 -4.8407 -0.03
H 1.6032 -1.5702 -5.2469 0.07
H 0.5029 -0.5804 -5.5655 0.05
O -4.7329 1.0605 -0.3337 -0.03
H -4.9337 0.6945 0.5276 0.06
H -4.2747 1.8796 -0.1455 0.03
O 3.5133 -0.5179 4.4618 -0.06
H 3.3413 -1.0435 3.6805 -0.01
H 2.8550 -0.8057 5.0943 -0.03
O -3.1019 3.9758 -0.7241 -0.05
H -2.4008 4.2513 -1.3148 0.03
H -2.6775 3.8932 0.1299 -0.02
O 2.4087 1.6810 -4.5499 -0.05
H 2.1068 0.8293 -4.2340 -0.01
H 3.1564 1.8930 -3.9911 0.01
O 1.3848 -1.0417 5.9361 -0.04
H 0.9116 -1.0365 5.1041 0.01
H 0.6981 -1.0546 6.6028 0.05
O 0.4142 -4.2129 3.7105 -0.05
H 1.2683 -4.5605 3.4534 0.05
H 0.4300 -3.3002 3.4226 -0.01
O 4.6080 0.1613 -2.2898 -0.04
H 4.7848 1.0838 -2.1056 0.04
H 5.3815 -0.3006 -1.9662 0.05
O -5.2263 0.3102 -2.8680 -0.08
H -5.0549 0.6801 -2.0020 -0.04
H -4.3824 0.3517 -3.3180 -0.03
O 0.3057 5.0441 1.9856 -0.06
H 0.8738 4.5089 1.4316 -0.02
H -0.5817 4.7658 1.7591 -0.03
O 1.7913 -5.2162 -0.4306 -0.05
H 1.3831 -5.5558 -1.2270 0.02
H 1.8816 -4.2765 -0.5891 -0.02
O -2.2105 4.3189 2.2309 -0.04
H -1.8389 3.8638 2.9865 0.02
H -3.0355 4.6830 2.5519 0.07
O -2.6236 0.1106 -3.7431 -0.03
H -2.2336 0.0708 -2.8699 0.00
H -1.8951 -0.0622 -4.3395 0.05
O -1.3020 -3.2040 -5.2437 -0.05
H -2.1896 -2.8479 -5.2032 0.03
H -0.7868 -2.6294 -4.6775 -0.02
O -1.9208 -4.8216 2.2557 -0.07
H -2.1264 -3.9360 1.9563 -0.02
H -1.0586 -4.7428 2.6639 -0.02
```

Computed properties:
Energy relative to the best compared isomer or geometry (same formula, charge and spin)   1.612 eV
Max |F|   2.75 eV/A
2S+1   1
Total charge   -1
E_tot   -2088.9155 hartree
E_LUMO   1.51 eV
Gap between HOMO and LUMO   5.5485 eV
Highest occupied orbital energy   -4.0 eV



2.
ORCA calculation (ωB97M-V with the def2-TZVPD basis set) on a molecular structure, C25H19Cl3N4O10S2SiTi.

```
65
Properties=species:S:1:pos:R:3:lowdin_spin:R:1
Ti 0.0151 -0.1152 0.1204 0.12
O 4.1937 0.8142 0.4397 0.00
S 2.9987 1.5522 0.7036 0.00
O 2.9560 2.9244 0.2654 0.00
O 1.7689 0.8390 0.1960 0.01
C 2.8181 1.6089 2.4895 0.00
C 3.2906 2.7805 3.0659 0.00
C 3.3022 2.9469 4.4428 0.00
C 2.8251 1.9400 5.2606 0.00
C 2.3450 0.7673 4.6956 0.00
C 2.3421 0.5881 3.3189 0.00
S 1.6631 -0.9645 2.7453 0.00
O 2.5975 -1.5755 1.8469 0.00
O 1.2795 -1.6962 3.9209 0.00
O 0.4108 -0.5165 2.0138 0.00
H 3.6420 3.5655 2.4106 0.00
H 3.6682 3.8720 4.8709 0.00
H 2.8043 2.0697 6.3346 0.00
H 1.9552 -0.0289 5.3129 0.00
O 1.1123 6.3224 4.7214 0.00
C 0.6472 5.0603 4.9062 0.00
O 0.5534 4.6345 6.0251 0.00
C 0.2865 4.2850 3.6857 0.01
C 0.5499 4.7179 2.3881 0.00
C 0.2277 3.9290 1.3007 0.01
C -0.3735 2.6850 1.4929 0.01
C -0.6332 2.2424 2.7903 0.01
C -0.3039 3.0364 3.8704 0.00
N -0.7107 1.8713 0.3961 0.17
C -1.3372 2.4409 -0.6239 0.21
C -1.6972 1.6177 -1.6998 0.09
C -2.4897 2.0324 -2.7913 0.05
C -2.9497 1.1017 -3.6774 0.05
C -2.6387 -0.2560 -3.4626 0.09
C -1.8211 -0.5889 -2.4146 0.02
N -1.2962 0.3167 -1.5685 0.12
H 1.0938 6.5431 3.7839 0.00
H 1.0663 5.6509 2.1851 0.00
H 0.5064 4.2349 0.3021 0.00
H -1.0849 1.2705 2.9332 0.00
H -0.4911 2.6984 4.8804 0.00
H -1.6227 3.4869 -0.5953 0.01
H -2.7372 3.0814 -2.8892 0.00
H -3.5609 1.3992 -4.5196 0.00
H -3.0119 -1.0323 -4.1144 0.00
H -1.5430 -1.6163 -2.2340 0.00
O -1.9237 -0.6196 0.9564 0.01
N -2.1790 -1.8472 1.0879 0.00
N -1.3101 -2.5941 0.5394 0.00
O -0.3058 -2.0620 -0.1531 0.00
C -1.4213 -4.0159 0.5672 0.00
C -0.6142 -4.7498 -0.2866 0.00
C -0.7144 -6.1334 -0.2689 0.00
C -1.6041 -6.7652 0.5860 0.00
C -2.3988 -6.0088 1.4382 0.00
C -2.3114 -4.6276 1.4403 0.00
H 0.0780 -4.2392 -0.9408 0.00
H -0.0852 -6.7157 -0.9289 0.00
H -1.6729 -7.8452 0.5976 0.00
H -3.0852 -6.4972 2.1175 0.00
H -2.9097 -4.0272 2.1090 0.00
Cl 3.2870 -1.6158 -1.4366 0.00
Si 1.4531 -0.8352 -1.9150 -0.01
Cl 0.7598 -2.2944 -3.2819 0.00
Cl 1.7650 0.8303 -3.1338 0.00
```

Computed properties:
Energy relative to the best compared isomer or geometry (same formula, charge and spin)   0.657 eV
Max |F|   0.36 eV/A
2S+1   2
Total charge   -1
E_tot   -5251.7683 hartree
E_LUMO (spin up / spin down)   2.05 / 1.44 eV
Gap between HOMO and LUMO (spin up / spin down)   6.1330 / 7.5019 eV
Highest occupied orbital energy (spin up / spin down)   -4.1 / -6.1 eV



3.
ORCA calculation (ωB97M-V with the def2-TZVPD basis set) on 2 unconnected molecules or ions with the total composition C37H14F21O2Si.

```
75
Properties=species:S:1:pos:R:3:lowdin_charge:R:1
F 3.9934 4.1859 -3.5017 0.13
C 3.5484 2.9387 -3.2618 -0.10
C 2.8620 2.2343 -4.2501 -0.11
F 2.6614 2.7868 -5.4622 0.13
C 2.3530 0.9733 -3.9588 -0.19
F 1.6629 0.3377 -4.9410 0.10
C 2.5180 0.3591 -2.7154 -0.08
Si 1.7771 -1.2931 -2.2944 0.82
C 0.3235 -1.6953 -3.3866 -0.06
C 0.1875 -2.8269 -4.1944 -0.16
F 1.1774 -3.7492 -4.2573 0.10
C -0.9726 -3.0949 -4.9203 -0.11
F -1.0793 -4.2382 -5.6279 0.13
C -2.0521 -2.2121 -4.8653 -0.10
F -3.1946 -2.4942 -5.5169 0.14
C -1.9430 -1.0612 -4.0979 -0.12
F -2.9753 -0.2001 -3.9919 0.12
C -0.7705 -0.8217 -3.3995 -0.19
F -0.6946 0.3362 -2.6928 0.09
C 3.0955 -2.6135 -2.4971 -0.07
C 4.0909 -2.4937 -3.4705 -0.17
F 4.1220 -1.3961 -4.2736 0.09
C 5.0613 -3.4625 -3.6969 -0.11
F 6.0104 -3.2677 -4.6340 0.13
C 5.0595 -4.6260 -2.9342 -0.10
F 6.0051 -5.5638 -3.1209 0.14
C 4.0819 -4.7874 -1.9544 -0.11
F 4.0877 -5.8936 -1.1847 0.12
C 3.1217 -3.7978 -1.7605 -0.18
F 2.1582 -4.0070 -0.8218 0.09
O 1.1212 -1.0418 -0.6995 -0.02
C -0.0819 -1.1949 -0.1860 -0.44
C -0.6742 -2.3025 0.4026 -0.02
C -2.1071 -2.0972 0.5192 -0.17
C -2.2066 -0.6100 0.2706 -0.12
O -0.8825 -0.1402 -0.1439 -0.01
C 3.2580 1.0711 -1.7712 -0.18
F 3.5155 0.4984 -0.5679 0.09
C 3.7415 2.3524 -2.0137 -0.12
F 4.3625 3.0373 -1.0340 0.12
H -0.1165 -3.2310 0.4871 0.11
H -2.7004 -2.6413 -0.2331 0.13
H -2.4721 -2.3485 1.5214 0.12
H -2.9662 -0.3152 -0.4551 0.14
H -2.4369 -0.1381 1.2188 0.05
F -4.5057 -1.2012 7.4444 0.14
C -5.3579 -0.6236 6.5497 -0.51
F -6.1608 -1.6130 6.0714 0.14
F -6.1723 0.2316 7.2597 0.14
C -4.6159 0.0700 5.4535 -0.07
C -5.0219 -0.0984 4.1322 0.03
C -4.2439 0.4196 3.1258 0.03
C -3.0560 1.1523 3.4047 -0.16
C -2.2358 1.5591 2.3110 0.10
C -1.0631 2.3544 2.4253 -0.16
C -0.1482 2.3326 3.5117 0.03
C 0.8864 3.2481 3.5853 0.04
C 1.0875 4.1299 2.5217 -0.07
C 2.2402 5.0813 2.5501 -0.51
F 2.7684 5.2201 1.3007 0.14
F 1.8912 6.3481 2.9666 0.14
F 3.2436 4.6586 3.3651 0.14
C 0.2588 4.1311 1.4054 0.03
C -0.7799 3.2397 1.3515 0.04
C -2.7835 1.4411 4.7702 0.03
C -3.5228 0.8684 5.7880 0.04
H -5.9569 -0.6013 3.9129 0.14
H -4.5571 0.2856 2.0851 0.14
H -2.7418 1.6532 1.3435 0.14
H -0.2697 1.6082 4.3134 0.12
H 1.5042 3.3067 4.4691 0.14
H 0.4223 4.8549 0.6127 0.14
H -1.4579 3.2478 0.4972 0.14
H -2.0052 2.1528 5.0212 0.11
H -3.2776 1.0883 6.8202 0.14
```

Computed properties:
Energy relative to the best compared isomer or geometry (same formula, charge and spin)   0.000 eV
Max |F|   4.31 eV/A
2S+1   1
Total charge   +1
E_tot   -3955.2029 hartree
E_LUMO   -6.56 eV
Gap between HOMO and LUMO   4.0249 eV
Highest occupied orbital energy   -10.6 eV



4.
ORCA calculation (ωB97M-V with the def2-TZVPD basis set) on a molecular structure, C14H24N5O2P.

```
46
Properties=species:S:1:pos:R:3:lowdin_charge:R:1
C -3.2240 2.0934 -0.3591 -0.11
C -2.0040 1.7427 0.4783 -0.58
C -1.1929 2.9646 0.8677 -0.14
P -0.9239 0.4347 -0.2965 1.06
C -2.1427 -0.9814 -0.2979 -0.58
C -2.7595 -1.1852 1.0782 -0.13
C -1.4743 -2.2674 -0.7450 -0.13
C -0.8799 0.9316 -2.1001 -0.58
C 0.0491 0.0023 -2.8608 -0.14
C -0.4091 2.3657 -2.2783 -0.14
H -3.8471 2.8329 0.1488 0.08
H -2.9441 2.5299 -1.3169 0.06
H -3.8550 1.2277 -0.5700 0.07
H -2.3360 1.2802 1.4180 0.08
H -1.8378 3.7376 1.2948 0.08
H -0.4242 2.7225 1.6060 0.07
H -0.6884 3.4083 0.0123 0.04
H -2.9246 -0.7045 -1.0173 0.10
H -3.4336 -2.0451 1.0782 0.08
H -1.9810 -1.3780 1.8201 0.07
H -3.3522 -0.3355 1.4192 0.06
H -2.1838 -3.0986 -0.7323 0.08
H -1.0779 -2.2164 -1.7561 0.04
H -0.6519 -2.5233 -0.0743 0.06
H -1.9052 0.8244 -2.4794 0.10
H 0.1165 0.2880 -3.9140 0.08
H 1.0563 0.0427 -2.4394 0.07
H -0.2755 -1.0351 -2.8442 0.04
H -0.3064 2.6192 -3.3364 0.08
H -1.0961 3.0991 -1.8581 0.05
H 0.5677 2.5050 -1.8093 0.08
O 0.5734 -2.0912 3.2528 0.06
N 1.4621 -1.2314 3.2993 -0.32
C 2.4965 -1.2478 2.2793 -0.14
C 2.3169 -1.9937 1.1628 0.07
N 3.2882 -2.0210 0.1707 -0.03
N 3.3337 -2.6737 -1.0172 0.12
N 4.4742 -2.2176 -1.2912 -0.15
N 5.2976 -1.4272 -0.6827 0.13
C 4.4952 -1.2491 0.3792 -0.24
C 4.6642 -0.4813 1.5521 0.01
C 3.6732 -0.4868 2.4754 0.01
O 1.5153 -0.3559 4.1693 0.08
H 1.4267 -2.5803 1.0375 0.12
H 5.5654 0.0890 1.6927 0.12
H 3.7590 0.0863 3.3836 0.12
```

Computed properties:
Max |F|   12.59 eV/A
2S+1   1
E_tot   -1313.2568 hartree
E_LUMO   -1.08 eV
Gap between HOMO and LUMO   7.3962 eV
Highest occupied orbital energy   -8.5 eV